[1]
DFT (the ωB97M-V functional and the def2-TZVPD basis) results for C2H3N3O3 in the gas phase.

```
11
Properties=species:S:1:pos:R:3:forces:R:3
O -0.44506 -1.07482 0.36405 -2.983 -2.720 0.169
O 1.68322 1.38478 0.08494 3.252 3.857 2.207
O 1.77553 -1.46581 -0.20604 -0.264 -0.549 1.456
N -2.75970 0.07223 -0.16530 4.620 -1.087 1.040
N 0.78764 0.53639 -0.32699 -4.386 2.830 0.817
N -0.61630 1.04167 0.07373 1.524 0.492 -2.164
C 0.87076 -0.73964 0.04408 -1.350 -1.431 -1.425
C -1.48644 -0.10749 0.07444 2.365 3.755 -0.841
H -3.12573 -0.83364 -0.08842 -1.634 -1.766 0.056
H 1.58386 1.84057 1.04267 -0.536 -2.219 -2.574
H -0.75489 1.77059 -0.67898 -0.608 -1.162 1.259
```
Forces are in eV/Å.

energy relative to the best compared isomer or geometry (same formula, charge and spin)	2.958	eV
structure (SMILES)	[H]/N=c1/[nH]n(O)c(=O)o1
HOMO energy	-10.0	eV



[2]
DFT (the ωB97M-V functional and the def2-TZVPD basis) results for a molecular structure, C4H6AlLiO2.

```
14
Properties=species:S:1:pos:R:3:forces:R:3
Al 0.45237 -0.64924 -0.53246 -2.152 -1.909 0.054
O -2.84013 -0.58537 -0.00486 2.999 -1.782 0.616
O 1.24423 0.41311 0.49426 2.296 0.720 -1.201
C 0.65507 0.80179 1.59347 -3.681 0.320 1.363
C -0.65745 1.11840 1.76827 2.208 0.081 0.257
C -0.89137 -1.89157 0.65103 2.775 -1.282 -3.119
C -2.06676 -1.20029 0.86141 -3.511 3.107 0.918
Li 2.90114 0.59380 1.26355 1.554 0.505 0.587
H -0.27003 -2.23595 1.48228 -0.407 0.318 0.265
H -3.37348 0.10536 0.40848 -1.196 0.009 0.314
H -1.04021 1.18862 2.78760 -0.181 0.289 -0.263
H -1.14687 1.57194 0.89284 -0.165 -0.031 0.350
H -0.96398 -2.71168 -0.07499 -0.354 -0.288 -0.133
H -2.35366 -1.08203 1.91264 -0.186 -0.056 -0.008
```
Forces are in eV/Å.

multiplicity	2
charge	+3
HOMO energy (alpha / beta)	-22.6 / -23.0	eV



[3]
DFT (the ωB97M-V functional and the def2-TZVPD basis) results for a molecular structure, C3H6N2O3.

```
14
Properties=species:S:1:pos:R:3:forces:R:3
O -0.16617 0.76522 1.02016 -2.635 -1.009 -3.837
O 1.34967 -1.40928 -0.19030 -0.665 -2.420 -1.977
O 1.73434 0.90828 -0.44718 -1.739 -2.263 1.082
N -2.69444 0.09804 -0.43074 0.030 2.615 -0.093
N -0.72855 -0.55863 0.64268 -0.526 -0.152 2.826
C 1.96724 -0.42898 -0.10184 5.895 3.910 3.470
C -1.79238 -0.74941 -0.19437 -0.278 0.791 -0.179
C 0.13695 1.20025 -0.27105 3.065 3.552 -1.857
H 0.14494 -0.99804 0.55163 -0.587 -1.813 -0.258
H 3.04852 -0.58140 0.74635 -2.576 1.139 -2.953
H 0.02880 2.39420 -0.30336 0.729 -2.709 0.081
H -1.89126 -1.69482 -0.76284 0.615 0.068 1.050
H -2.41261 1.06601 -0.03525 -0.863 -1.963 -0.334
H -0.17110 0.79312 -1.33803 -0.464 0.253 2.978
```
Forces are in eV/Å.

energy relative to the best compared isomer or geometry (same formula, charge and spin)	7.330	eV
HOMO energy	-9.7	eV



[4]
DFT (the ωB97M-V functional and the def2-TZVPD basis) results for a gas-phase ion, C7H11N2O2S (charge +1).

```
23
Properties=species:S:1:pos:R:3:forces:R:3
S 2.11318 -1.47338 0.53579 0.441 0.381 -0.231
O -0.76988 -2.43229 -1.01957 0.882 -1.402 0.490
O 3.87957 0.58676 0.07241 -1.079 -0.621 0.641
N -1.88887 -0.05753 -0.35194 -4.116 -2.165 -0.883
N 1.63109 0.97720 0.03661 -1.514 1.138 0.745
C 0.47057 -0.96334 0.24684 1.820 0.681 1.273
C 0.38155 0.37609 0.01158 0.563 -1.747 0.631
C 2.74241 0.19621 0.22253 0.623 -0.086 -0.766
C -0.97706 1.02444 -0.05837 0.344 2.574 -0.135
C -0.58824 -1.96465 0.36485 -0.502 0.005 -2.245
C -1.86508 -1.25533 0.56681 0.432 2.297 3.240
C 1.74545 2.42050 -0.12564 1.212 -1.097 -3.537
H -2.01059 -0.78321 1.60965 0.236 -1.187 -1.383
H -2.97074 0.20231 -0.27269 3.009 -0.055 -0.863
H -0.48612 -2.85653 0.98567 0.357 0.538 0.420
H -2.62918 -1.91432 0.30067 -1.603 -0.669 -0.348
H -1.18293 1.82955 -0.87956 0.823 -1.381 1.443
H 0.75695 2.80778 -0.17353 -0.613 0.626 0.135
H -1.23581 1.49257 0.94410 0.093 -0.520 -1.147
H -1.66814 -0.54553 -1.27500 -0.408 1.158 0.695
H -0.01832 -3.06137 -1.14051 -0.905 0.630 -0.520
H 2.36420 2.91442 0.58490 0.432 0.107 0.629
H 2.20597 2.47966 -1.18561 -0.528 0.796 1.715
```
Forces are in eV/Å.

charge	+1
energy relative to the best compared isomer or geometry (same formula, charge and spin)	0.000	eV
structure (SMILES)	Cn1c2c(sc1=O)[C@H](O)C[NH2+]C2
HOMO energy	-12.0	eV



[5]
DFT (the ωB97M-V functional and the def2-TZVPD basis) results for a molecular structure, C41H55BN9O4STi.

```
112
Properties=species:S:1:pos:R:3:forces:R:3
Ti 1.02920 -0.62558 -0.36808 -0.493 -1.036 0.829
S -0.43003 -3.71384 3.78025 -0.135 -0.092 0.266
O 0.20248 -1.26798 -2.12494 -0.177 -0.337 -0.432
O 4.91080 -0.27816 0.78562 0.198 -0.033 0.159
O 0.37413 -2.44560 -4.04434 -0.038 -0.051 -0.007
O 2.69192 -0.06824 0.44500 1.038 0.035 0.498
N 0.75251 1.21382 -1.34786 -0.526 0.710 -0.189
N -2.03340 0.02677 -0.07928 0.178 -0.094 -0.186
N -0.48190 1.80994 -1.23092 0.167 -0.272 0.113
N 2.43593 -1.63798 -1.30427 0.280 0.015 -0.437
N 0.48811 0.92199 1.48919 -0.349 0.260 -0.156
N -1.25038 -1.09532 0.00029 -0.402 0.489 -0.012
N -0.66910 1.62907 1.28884 0.081 -0.147 -0.286
N -0.96122 -1.19538 3.02672 -0.124 0.073 0.050
N 0.70452 -2.37134 1.87411 0.700 -0.563 -0.588
C 1.33973 -5.79463 3.05113 -0.116 0.141 0.084
C -4.70679 1.10829 -1.65319 -0.031 -0.031 -0.079
C 2.40134 1.03562 3.13750 0.023 0.109 -0.045
C 2.75593 0.86168 -4.21833 0.014 0.094 -0.088
C 2.38636 -6.18745 2.23835 0.072 -0.022 -0.097
C 3.88412 -0.59922 0.21094 -0.541 0.189 -0.102
C -0.51199 -4.02191 -0.78243 -0.022 -0.009 -0.115
C 2.82571 1.98071 4.26207 0.034 -0.034 0.049
C 0.25020 2.48021 3.08417 0.041 -0.061 0.119
C -1.48834 5.08913 -2.48132 0.037 0.031 -0.049
C 2.18987 -2.30524 -2.49894 0.140 0.354 0.647
C 0.83938 -4.50537 2.89574 -0.026 -0.202 0.099
C -2.44462 3.16956 -3.78676 -0.017 0.011 -0.052
C -1.81923 3.59361 -2.45101 -0.006 0.020 -0.045
C 2.40126 -4.02781 1.13691 0.202 -0.139 -0.107
C 1.38491 1.79314 -2.35360 0.116 -0.032 -0.077
C 4.76062 -2.25530 -1.51775 0.242 -0.245 -0.168
C -2.85414 -4.51625 -0.07646 -0.043 -0.078 -0.035
C 0.57738 2.78801 -2.91130 -0.012 0.079 -0.082
C 3.75650 -1.57948 -0.87306 -0.613 0.101 -0.259
C -1.70427 4.74258 1.36622 0.074 0.013 -0.010
C 1.34865 -3.62209 1.94528 -0.175 0.476 -0.102
C -0.20733 -2.29163 2.77678 -0.265 0.134 0.103
C -1.65663 -3.58954 0.12738 -0.058 0.075 -0.038
C -1.98322 3.53551 2.26659 0.021 -0.037 0.012
C 3.17079 -2.98017 -3.16121 0.397 -0.252 -0.150
C -0.83470 2.56596 2.23966 0.090 0.065 -0.058
C 2.75442 1.35490 -2.77066 0.003 0.053 -0.020
C -3.33876 -0.31441 -0.12497 0.068 -0.003 0.002
C -2.07667 -2.14019 -0.01535 0.103 -0.102 0.032
C -3.40428 -1.69086 -0.09564 -0.107 -0.067 0.071
C 4.48331 -3.01073 -2.65699 -0.082 0.038 0.006
C 2.91138 -5.30777 1.28889 -0.007 0.112 -0.018
C -4.47623 0.66622 -0.20707 -0.025 -0.028 -0.052
C 2.45239 -0.41198 3.61696 -0.039 -0.007 0.078
C -5.75227 0.07410 0.38762 -0.095 -0.047 -0.043
C -0.59650 2.76144 -2.18332 -0.005 0.098 -0.031
C -2.27608 3.96954 3.69996 -0.026 0.118 0.060
C 0.82356 -2.03007 -2.98030 -0.200 0.212 0.217
C 1.06036 1.44631 2.57461 0.150 0.047 0.130
C 3.76698 2.48021 -2.56082 0.051 0.064 -0.024
B -1.43727 1.46029 -0.03985 0.019 0.027 -0.055
H -6.12868 -0.74968 -0.22823 0.055 0.065 0.056
H -2.86744 3.03066 1.87437 -0.033 -0.085 0.015
H -6.53679 0.83412 0.43485 0.038 -0.032 -0.021
H 3.73098 -5.62492 0.65453 -0.039 0.019 0.034
H 5.76768 -2.15502 -1.12796 -0.035 -0.009 -0.009
H 2.14580 1.91361 5.11828 0.032 0.001 -0.021
H -2.57129 5.40953 1.31694 0.054 -0.054 0.031
H -0.85209 5.30862 1.75344 -0.038 -0.010 -0.025
H -1.45787 4.42259 0.35165 -0.030 0.007 0.090
H -2.34786 2.23413 -0.06437 0.074 -0.053 -0.002
H -2.55979 2.08664 -3.85063 -0.006 0.029 0.024
H 2.86305 3.02350 3.93639 -0.025 -0.056 -0.017
H -1.80200 3.47852 -4.61671 -0.033 -0.035 0.056
H 0.43302 3.07710 3.96146 0.014 -0.030 -0.036
H 3.83763 2.75765 -1.50655 -0.035 -0.032 -0.048
H -3.66199 -4.31542 0.63180 0.054 0.003 -0.024
H 3.82421 1.70430 4.60805 -0.038 0.005 -0.008
H 2.80852 -3.35107 0.39677 -0.016 -0.047 0.046
H 2.80257 -7.18273 2.34354 -0.029 0.043 -0.021
H -4.21460 1.55146 0.37329 0.038 -0.001 0.068
H -3.79655 1.52318 -2.08388 -0.013 -0.022 0.024
H -0.85748 -0.44651 2.34913 0.031 -0.102 0.044
H -2.44446 3.10901 4.35027 -0.008 0.023 -0.038
H -0.27372 -5.07228 -0.58692 -0.009 0.050 -0.023
H -3.16265 4.60810 3.73250 0.036 -0.014 -0.002
H 2.22239 -1.09995 2.80770 0.099 0.165 0.089
H 3.48449 3.37112 -3.13158 0.022 -0.037 0.010
H 3.45742 -0.64181 3.97889 -0.027 0.019 0.016
H -0.94747 5.40596 -1.58798 -0.040 -0.026 -0.025
H 4.75735 2.16167 -2.89565 -0.024 0.013 0.025
H -5.58318 -0.30999 1.39520 -0.002 0.025 -0.018
H 1.73843 -0.57952 4.43385 0.050 -0.002 -0.053
H 5.26702 -3.54756 -3.17417 -0.010 0.005 0.002
H -2.40478 5.68218 -2.55888 0.056 -0.042 -0.017
H -5.00312 0.25071 -2.26571 0.025 0.068 0.039
H 3.02747 0.52587 -2.12460 0.026 -0.071 0.046
H 0.80778 3.42806 -3.75111 -0.026 -0.065 0.090
H -5.49345 1.86706 -1.71549 0.027 -0.052 0.028
H 2.05298 0.04101 -4.36888 -0.001 0.018 0.042
H 2.47889 1.67398 -4.90077 0.034 -0.058 0.027
H -1.32665 -3.73447 1.15816 -0.020 0.007 0.011
H -3.42606 3.63330 -3.92380 0.051 0.003 0.006
H -2.54647 3.42081 -1.65909 0.009 -0.035 0.042
H -1.89824 -1.35535 3.35521 -0.014 0.012 0.046
H -1.44013 4.54215 4.11391 -0.056 -0.044 -0.044
H -4.29803 -2.29322 -0.11627 0.084 0.054 -0.003
H 3.12640 1.12247 2.32754 -0.033 0.000 -0.033
H -0.86261 5.32343 -3.34854 -0.035 -0.018 0.082
H 2.90537 -3.45480 -4.10033 0.016 0.018 0.068
H -0.77764 -3.90782 -1.83509 -0.003 0.005 0.011
H -3.25271 -4.41943 -1.09050 0.012 -0.006 0.042
H 0.39374 -3.44842 -0.60321 0.022 0.083 -0.036
H 3.75520 0.51175 -4.49336 -0.063 0.009 0.016
H -2.53875 -5.55265 0.06393 -0.015 0.029 -0.014
H 0.92678 -6.46872 3.79183 0.004 0.037 -0.013
```
Forces are in eV/Å.

charge	-1
energy relative to the best compared isomer or geometry (same formula, charge and spin)	0.000	eV
HOMO energy (alpha / beta)	-2.4 / -2.4	eV



[6]
DFT (the ωB97M-V functional and the def2-TZVPD basis) results for 2 unconnected molecules or ions with the total composition C11H11Cl.

```
23
Properties=species:S:1:pos:R:3:forces:R:3
Cl 2.19406 3.14312 1.68861 0.018 0.569 -0.158
C -1.69420 -0.67935 0.34879 -1.890 2.247 0.785
C 0.40780 -1.44339 -0.10963 1.303 -1.898 -0.285
C -0.65983 3.46431 0.37513 0.909 -0.666 -0.877
C -0.34866 -0.53855 0.55738 -1.539 0.553 0.817
C 1.85566 -1.32522 -0.15865 1.972 0.295 -0.657
C 2.60391 -0.20274 -0.22323 -2.614 0.623 0.875
C -2.34614 -1.63121 -0.39128 -2.337 0.111 1.011
C -1.58622 -2.62768 -0.91773 1.875 -0.218 -0.225
C 0.08082 2.38332 0.23360 -0.423 -2.026 -1.888
C -0.19455 -2.55226 -0.78067 -0.750 1.573 0.034
C 1.09940 1.98433 1.16741 -0.275 0.012 0.483
H -0.28844 4.24439 0.91187 0.752 2.052 2.026
H 3.60965 -0.10589 -0.53190 1.041 -0.462 0.102
H -0.29929 1.55193 -0.50294 0.925 1.576 1.585
H 2.12898 0.78641 0.08971 0.514 -1.414 -0.813
H -0.06123 0.29469 1.23886 0.480 -1.402 -0.912
H -3.48778 -1.62149 -0.35249 1.770 -0.095 -0.527
H -1.94381 -3.42478 -1.51110 -0.721 -0.731 -0.385
H -2.30167 0.15118 0.73630 -0.034 -0.521 0.163
H -1.48708 3.67779 -0.20480 -1.809 0.002 -0.988
H 0.35666 -3.24937 -1.37945 0.686 -0.229 0.186
H 2.36197 -2.27955 -0.28380 0.148 0.050 -0.350
```
Forces are in eV/Å.

energy relative to the best compared isomer or geometry (same formula, charge and spin)	4.645	eV
HOMO energy (alpha / beta)	-8.4 / -8.4	eV



Result set for E: -467.85561; -555.10860; -452.93165; -931.23226; -3662.01070; -885.72455 hartree, one per record in the order listed.